1.
Below is a 2-piece molecular cluster, C3H5O3S overall in a non-equilibrium geometry, with properties calculated with ωB97M-V/def2-TZVPD.

electronic energy	-741.1492	a.u.
E_LUMO	3.806	eV
energy above the lowest of the compared OMol25 structures with the same formula, charge and spin	78.49	kcal/mol
spin multiplicity	1
gap between HOMO and LUMO	8.782	eV
total charge	-1

Last column: Mulliken charge in e.
Element x y z (Å)
1 C 0.76 0.17 0.14  -0.5982
2 C -0.42 -0.32 1.02  -0.2378
3 C -0.65 -0.14 -0.27  -0.4534
4 O -3.24 2.81 -1.60  -0.6412
5 O -4.49 2.04 0.40  -0.6323
6 O -2.34 3.20 0.61  -0.5769
7 S -3.20 2.43 -0.20  0.8954
8 H 1.08 1.21 0.34  0.1875
9 H 1.61 -0.45 -0.06  0.2249
10 H -0.77 -0.74 1.94  0.3299
11 H -2.45 1.12 -0.50  -0.1686
12 H -1.42 -0.04 -0.95  0.6706

---

2.
Below is C2H2BrO2P as an isolated structure in a non-equilibrium geometry, with properties calculated with ωB97M-V/def2-TZVPD.

electronic energy	-3143.2327	a.u.
E_LUMO	-1.015	eV
energy above the lowest of the compared OMol25 structures with the same formula, charge and spin	2.34	kcal/mol
spin multiplicity	1
gap between HOMO and LUMO	7.409	eV

Last column: Mulliken charge in e.
Element x y z (Å)
1 C -0.59 0.41 -0.52  -0.5438
2 C -0.53 0.16 0.80  0.3621
3 O -1.65 1.26 -0.89  -0.2256
4 O -1.45 0.54 1.62  -0.5831
5 P -2.89 1.40 0.06  0.4114
6 Br -3.90 -0.56 -0.07  -0.1143
7 H 0.11 0.17 -1.29  0.3520
8 H 0.32 -0.37 1.21  0.3414

---

3.
Below is C24H44ClN3O7P4Pd as an isolated structure in a non-equilibrium geometry, with properties calculated with ωB97M-V/def2-TZVPD.

electronic energy	-3585.5276	a.u.
E_LUMO (spin up / spin down)	-1.036 / -1.830	eV
energy above the lowest of the compared OMol25 structures with the same formula, charge and spin	0.00	kcal/mol
spin multiplicity	5
expectation value of S²	6.02
gap between HOMO and LUMO (spin up / spin down)	6.564 / 7.315	eV

Last column: Mulliken charge in e.
Element x y z (Å)
1 Pd 0.25 1.11 -0.73  0.6143
2 C 1.36 1.76 -3.96  -1.4304
3 C 2.14 2.82 -3.22  1.1862
4 O 2.98 3.55 -4.09  -0.6392
5 P 3.25 2.07 -1.95  0.2221
6 O 3.94 3.26 -1.20  -0.5915
7 O 4.45 1.37 -2.74  -0.5664
8 O 2.64 1.04 -1.07  -0.4207
9 P 1.22 4.02 -2.14  0.1502
10 O -0.05 4.54 -2.95  -0.5302
11 O 2.19 5.12 -1.94  -0.8273
12 O 0.82 3.29 -0.88  -0.2740
13 H 2.03 1.19 -4.61  0.3811
14 H 0.58 2.21 -4.58  0.3439
15 H 0.89 1.07 -3.24  0.1042
16 H 2.90 4.48 -3.83  0.4718
17 H 3.40 4.09 -1.25  0.5658
18 H 4.91 2.00 -3.30  0.3677
19 H -0.77 3.88 -2.91  0.3767
20 C -2.55 -0.87 -1.75  -1.2344
21 P -1.92 -0.04 -0.23  0.6680
22 C -1.46 -1.52 0.72  1.0209
23 N -2.32 -2.05 1.56  -0.0752
24 C -1.93 -3.14 2.26  0.0490
25 C -2.80 -3.72 3.20  -0.4567
26 C -2.42 -4.86 3.86  -0.6654
27 C -1.17 -5.45 3.61  -0.5708
28 C -0.29 -4.89 2.72  -0.4337
29 C -0.65 -3.72 2.03  -0.0656
30 N 0.22 -3.14 1.18  -0.1646
31 C -0.16 -2.06 0.55  -1.0261
32 P 1.09 -1.17 -0.45  1.8398
33 C 2.39 -1.11 0.83  -1.5796
34 C 1.71 -2.45 -1.70  1.7939
35 C 2.91 -1.85 -2.43  -1.6636
36 C 0.56 -2.66 -2.69  -1.5802
37 C 2.11 -3.78 -1.07  -1.8303
38 C -3.47 0.61 0.63  2.3334
39 C -4.65 -0.35 0.45  -1.9460
40 C -3.78 1.98 0.02  -1.8761
41 C -3.14 0.78 2.11  -1.8206
42 H -3.03 -1.81 -1.49  0.4440
43 H -1.71 -1.06 -2.42  0.2217
44 H -3.24 -0.21 -2.26  0.5678
45 H -3.75 -3.26 3.37  0.4693
46 H -3.08 -5.33 4.57  0.4071
47 H -0.91 -6.36 4.14  0.4015
48 H 0.68 -5.33 2.53  0.4861
49 H 2.55 -2.11 1.23  0.5504
50 H 2.01 -0.45 1.61  0.1613
51 H 3.29 -0.68 0.41  0.3208
52 H 2.68 -0.87 -2.84  0.1231
53 H 3.21 -2.51 -3.25  0.5535
54 H 3.76 -1.73 -1.75  0.3727
55 H 0.27 -1.70 -3.13  0.1763
56 H -0.30 -3.10 -2.19  0.2795
57 H 0.87 -3.32 -3.50  0.5400
58 H 2.97 -3.66 -0.41  0.3616
59 H 2.39 -4.47 -1.86  0.5119
60 H 1.29 -4.21 -0.50  0.3415
61 H -5.00 -0.37 -0.58  0.3459
62 H -5.47 -0.01 1.07  0.5711
63 H -4.37 -1.35 0.76  0.2302
64 H -3.96 1.91 -1.05  0.3711
65 H -2.94 2.65 0.17  0.2966
66 H -4.67 2.40 0.49  0.5446
67 H -3.17 -0.18 2.62  0.2492
68 H -3.86 1.45 2.57  0.5940
69 H -2.14 1.20 2.21  0.1142
70 Cl -1.48 1.96 -2.30  -0.6369
71 C 0.41 1.74 3.86  -1.6720
72 C 0.54 2.19 2.38  1.1753
73 C 2.03 2.47 2.07  -1.6349
74 C -0.25 3.51 2.17  -1.4280
75 N 0.05 1.19 1.56  0.1193
76 H 0.81 2.51 4.51  0.4357
77 H 0.95 0.81 4.02  0.3599
78 H -0.64 1.58 4.11  0.3006
79 H 2.36 3.35 2.61  0.5182
80 H 2.15 2.65 1.00  0.3531
81 H 2.65 1.62 2.35  0.3876
82 H 0.18 4.30 2.78  0.4850
83 H -1.30 3.36 2.44  0.3263
84 H -0.19 3.79 1.12  0.0834

---

4.
Below is C24H42Br4GeN3O7RbSb as an isolated structure, with properties calculated with ωB97M-V/def2-TZVPD.

electronic energy	-14268.0915	a.u.
E_LUMO (spin up / spin down)	3.711 / 3.482	eV
energy above the lowest of the compared OMol25 structures with the same formula, charge and spin	0.00	kcal/mol
spin multiplicity	2
expectation value of S²	0.77
gap between HOMO and LUMO (spin up / spin down)	6.020 / 5.791	eV
total charge	-2

Last column: Mulliken charge in e.
Element x y z (Å)
1 Rb 0.87 -0.40 0.12  0.3718
2 C -1.01 -3.68 0.09  -1.0046
3 C -1.92 -2.78 0.93  1.3736
4 C -1.50 -2.84 2.39  -1.2675
5 C -3.37 -3.27 0.80  -1.8967
6 O -1.80 -1.42 0.52  1.2291
7 Ge -2.57 -0.71 -1.03  -1.3169
8 O -1.07 -1.12 -2.10  1.0096
9 C -1.17 -1.37 -3.49  1.1921
10 C -1.49 -0.07 -4.23  -1.5488
11 C -2.26 -2.41 -3.78  -1.8962
12 C 0.18 -1.92 -3.95  -1.5606
13 O -1.91 1.00 -0.64  0.1011
14 C -2.74 1.97 -0.03  1.7540
15 C -3.23 1.48 1.33  -1.5955
16 C -1.88 3.22 0.16  -1.4293
17 C -3.93 2.31 -0.93  -2.0859
18 H -1.11 -4.72 0.39  0.5115
19 H -1.27 -3.59 -0.97  -0.1675
20 H 0.04 -3.39 0.19  0.2770
21 H -1.56 -3.87 2.77  0.4024
22 H -0.47 -2.49 2.52  0.1455
23 H -2.16 -2.20 2.99  0.2944
24 H -3.47 -4.27 1.22  0.4395
25 H -4.03 -2.59 1.33  0.3455
26 H -3.69 -3.30 -0.24  0.3532
27 H -2.45 0.33 -3.88  0.2967
28 H -0.72 0.67 -4.04  0.2054
29 H -1.56 -0.24 -5.31  0.4198
30 H -3.25 -2.03 -3.51  0.3740
31 H -2.27 -2.67 -4.84  0.5108
32 H -2.07 -3.31 -3.20  0.3253
33 H 0.97 -1.19 -3.77  0.2424
34 H 0.42 -2.82 -3.38  0.3819
35 H 0.15 -2.17 -5.01  0.3803
36 H -2.38 1.17 1.94  0.1818
37 H -3.78 2.27 1.86  0.5010
38 H -3.89 0.62 1.22  0.3758
39 H -1.02 2.98 0.78  -0.0190
40 H -1.51 3.56 -0.81  0.3570
41 H -2.46 4.02 0.63  0.4311
42 H -4.57 1.44 -1.07  0.3638
43 H -4.53 3.12 -0.49  0.4353
44 H -3.57 2.63 -1.91  0.3655
45 Br 7.01 -4.79 -1.63  -0.2060
46 C 5.97 -3.27 -1.22  0.2606
47 C 6.61 -2.09 -0.72  0.2620
48 Br 8.49 -2.10 -0.48  -0.2063
49 C 5.88 -0.97 -0.42  0.0150
50 Br 6.68 0.62 0.21  -0.1539
51 C 4.45 -0.91 -0.59  0.0608
52 O 3.78 0.10 -0.37  -0.6367
53 C 3.77 -2.15 -1.10  -0.0313
54 O 2.55 -2.14 -1.28  -0.0687
55 C 4.61 -3.29 -1.41  -0.1865
56 Br 3.69 -4.79 -2.08  -0.1503
57 C 1.39 5.11 -0.30  -0.4773
58 O 1.54 4.33 -1.48  -0.5054
59 C 1.44 2.99 -1.26  0.5843
60 O 1.24 2.51 -0.17  -0.2392
61 N 1.56 2.31 -2.43  -0.1377
62 N 1.63 0.92 -2.48  -0.5061
63 H 1.50 6.14 -0.61  0.2473
64 H 2.15 4.84 0.44  0.2422
65 H 0.40 4.95 0.14  0.1669
66 H 1.87 2.81 -3.25  0.2571
67 H 2.34 0.58 -1.83  0.1694
68 H 0.72 0.52 -2.25  0.0210
69 N 2.22 -2.13 2.84  -0.5528
70 C 1.81 -1.10 3.19  -0.4360
71 C 1.92 1.88 4.87  -1.3533
72 Sb 0.40 1.57 3.38  0.8271
73 C -0.88 0.41 4.67  -1.4306
74 C -0.62 3.46 3.96  -1.4737
75 H 1.47 2.05 5.84  0.3427
76 H 2.55 2.74 4.61  0.3731
77 H 2.54 0.98 4.90  0.3680
78 H -1.03 0.93 5.62  0.4542
79 H -0.40 -0.55 4.82  0.3923
80 H -1.85 0.26 4.18  0.3753
81 H -0.70 3.54 5.05  0.4629
82 H -1.63 3.46 3.53  0.3132
83 H -0.07 4.31 3.57  0.3969